Entry i
A 2-piece molecular cluster, CH3FN2OS overall, computed with ωB97M-V/def2-TZVPD.

Last columns: bonded neighbours and bond lengths (Å).
CARTESIAN COORDINATES (ANGSTROEM)
1 S -2.4556 -2.7378 2.3751  N5 1.572
2 F 0.9399 1.2020 -1.3700  C6 1.343
3 O -1.4776 -0.6377 1.4522  N5 1.381, H9 0.973
4 N 0.9945 0.6674 0.8811  C6 1.242, H7 1.026
5 N -1.7072 -1.3734 2.5984  S1 1.572, O3 1.381
6 C 0.6213 0.4736 -0.2873  F2 1.343, N4 1.242, H8 1.124
7 H 1.5319 1.5396 0.8274  N4 1.026
8 H -0.2343 -0.2240 -0.4987  C6 1.124
9 H -1.0226 0.0916 1.9080  O3 0.973

Properties
multiplicity = 1
SMILES = [H]/N=C\F.ON=S
Kohn-Sham gap = 8.20 eV

---

Entry ii
A 2-piece molecular cluster, CH3FN2OS overall, computed with ωB97M-V/def2-TZVPD.

Last columns: bonded neighbours and bond lengths (Å).
CARTESIAN COORDINATES (ANGSTROEM)
1 S 3.2055 -0.2099 0.6783  N5 1.541
2 F -2.2042 0.9276 1.1159  C6 1.340
3 O 1.5923 0.4145 -0.9667  N5 1.527, H8 0.943
4 N -0.8134 -0.5710 0.1480  C6 1.238, H9 0.992
5 N 1.7142 -0.3828 0.3303  S1 1.541, O3 1.527
6 C -1.8393 0.1203 0.1104  F2 1.340, N4 1.238, H7 1.065
7 H -2.4340 0.2487 -0.7641  C6 1.065
8 H 1.0256 0.0287 -1.6143  O3 0.943
9 H -0.2467 -0.5762 0.9622  N4 0.992

Properties
multiplicity = 1
SMILES = [H]/N=C\F.ON=S
Kohn-Sham gap = 8.06 eV

---

Stability, lowest: entry ii

---

Entry i
A 2-piece molecular cluster, C6H13NO5 overall, computed with ωB97M-V/def2-TZVPD.

Last columns: bonded neighbours and bond lengths (Å).
CARTESIAN COORDINATES (ANGSTROEM)
1 O -0.3690 -1.6332 -0.4919  O3 1.328
2 O -2.1538 -5.3788 -0.9021  N6 1.260
3 O -0.0681 -0.4466 -1.0060  O1 1.328, C9 1.483
4 O -1.7534 -3.2352 -1.1749  N6 1.262
5 O -3.4684 -4.1869 -2.1524  N6 1.266
6 N -2.4481 -4.2625 -1.4066  O2 1.260, O4 1.262, O5 1.266
7 C 1.6813 1.6474 1.7102  C10 1.524, H16 1.096, H17 1.093, H24 1.099
8 C -0.1298 1.8392 -0.7404  C9 1.506, C11 1.513, H13 1.098, H22 1.100
9 C 0.0718 0.5780 0.0570  O3 1.483, C8 1.506, C10 1.546, H20 1.104
10 C 1.4510 0.4870 0.7499  C7 1.524, C9 1.546, C12 1.513, H15 1.104
11 C -1.4745 1.8441 -1.4329  C8 1.513, H14 1.091, H23 1.092, H25 1.097
12 C 1.6446 -0.8198 1.4878  C10 1.513, H18 1.097, H19 1.092, H21 1.099
13 H 0.6800 1.9095 -1.4793  C8 1.098
14 H -1.5466 2.6933 -2.1138  C11 1.091
15 H 2.2013 0.5624 -0.0560  C10 1.104
16 H 2.6664 1.5555 2.1811  C7 1.096
17 H 1.6476 2.6100 1.1929  C7 1.093
18 H 2.6935 -0.9031 1.7991  C12 1.097
19 H 1.3809 -1.6697 0.8546  C12 1.092
20 H -0.7260 0.4388 0.8070  C9 1.104
21 H 1.0267 -0.8381 2.3967  C12 1.099
22 H -0.0417 2.7188 -0.0866  C8 1.100
23 H -1.6036 0.9199 -2.0008  C11 1.092
24 H 0.9211 1.6440 2.5041  C7 1.099
25 H -2.2834 1.9261 -0.6969  C11 1.097

Properties
multiplicity = 1
Kohn-Sham gap (alpha / beta) = 9.31 / 5.84 eV

---

Entry ii
A 2-piece molecular cluster, C6H13NO5 overall, computed with ωB97M-V/def2-TZVPD.

Last columns: bonded neighbours and bond lengths (Å).
CARTESIAN COORDINATES (ANGSTROEM)
1 O 1.9234 -1.1881 -2.2371  C7 1.151
2 O -4.2081 0.0155 -0.4620  C8 1.146
3 O -2.6895 -1.2720 -1.2875  C8 1.354, H25 0.967
4 O 0.7839 -0.2111 2.5365  C10 1.429, H14 0.962
5 O 2.1446 -1.1782 -0.0504  C7 1.347, H15 0.972
6 N -2.2841 1.0697 -0.9099  C8 1.422, C11 1.483, H17 1.014
7 C 1.8786 -0.6109 -1.2426  O1 1.151, O5 1.347, C9 1.524
8 C -3.1366 -0.0676 -0.8611  O2 1.146, O3 1.354, N6 1.422
9 C 1.5058 0.8664 -1.2265  C7 1.524, C12 1.532, H21 1.085, H22 1.083
10 C 1.2628 -1.1415 3.5096  O4 1.429, H16 1.087, H20 1.092, H24 1.092
11 C -0.8840 0.7928 -0.5057  N6 1.483, C12 1.537, H13 1.085, H19 1.086
12 C 0.0559 0.9946 -1.7048  C9 1.532, C11 1.537, H18 1.085, H23 1.084
13 H -0.7457 -0.1851 -0.0554  C11 1.085
14 H 0.2635 0.4522 3.0002  O4 0.962
15 H 1.4678 -0.8855 0.5826  O5 0.972
16 H 1.8522 -1.8958 2.9947  C10 1.087
17 H -2.2568 1.4228 -1.8600  N6 1.014
18 H -0.1236 2.0056 -2.0541  C12 1.085
19 H -0.5874 1.5539 0.2098  C11 1.086
20 H 1.8933 -0.6347 4.2428  C10 1.092
21 H 1.5865 1.2811 -0.2272  C9 1.085
22 H 2.2027 1.3612 -1.8912  C9 1.083
23 H -0.2049 0.2523 -2.4510  C12 1.084
24 H 0.4264 -1.6261 4.0172  C10 1.092
25 H -2.1267 -1.1714 -2.0670  O3 0.967

Properties
multiplicity = 1
SMILES = O=C(O)CCCNC(=O)O.CO
Kohn-Sham gap = 10.45 eV

---

Stability, lowest: entry i

---

Entry i
One molecule with the formula C3H9N3O3, computed with ωB97M-V/def2-TZVPD.

Last columns: bonded neighbours and bond lengths (Å).
CARTESIAN COORDINATES (ANGSTROEM)
1 O -0.1119 2.8196 -1.0258  N5 1.237
2 O 0.2757 0.9048 -2.5004  N6 1.359, H15 0.983
3 O -0.4790 -0.0107 2.2268  C8 1.479, H18 1.023
4 N 0.4286 -0.5503 -0.6143  N6 1.363, C7 1.448, C9 1.522
5 N -0.0419 1.7463 -0.4148  O1 1.237, N6 1.339
6 N 0.1250 0.6554 -1.1730  O2 1.359, N4 1.363, N5 1.339
7 C -0.7228 -1.1721 0.0062  N4 1.448, C8 1.469, H12 1.113, H16 1.085
8 C -1.3487 -0.4208 1.1025  O3 1.479, C7 1.469, H11 1.099, H13 1.106
9 C 1.7369 -0.6195 0.1598  N4 1.522, H10 1.116, H14 1.124, H17 1.092
10 H 1.9734 -1.7038 0.0396  C9 1.116
11 H -1.8632 0.4375 0.6477  C8 1.099
12 H -0.3695 -2.1113 0.4870  C7 1.113
13 H -2.1757 -1.0465 1.4869  C8 1.106
14 H 1.6850 -0.3478 1.2493  C9 1.124
15 H 0.1995 1.8845 -2.4843  O2 0.983
16 H -1.4589 -1.4232 -0.7505  C7 1.085
17 H 2.4003 -0.0049 -0.4530  C9 1.092
18 H -0.2528 0.9628 2.0104  O3 1.023

Properties
multiplicity = 1
SMILES = CN(CCO)N(O)N=O
Kohn-Sham gap = 10.31 eV

---

Entry ii
A 2-piece molecular cluster, C3H9N3O3 overall, computed with ωB97M-V/def2-TZVPD.

Last columns: bonded neighbours and bond lengths (Å).
CARTESIAN COORDINATES (ANGSTROEM)
1 O -1.2680 0.9023 -1.5503  C8 1.362, H13 0.974
2 O -0.1396 0.2773 1.7456  C9 1.254
3 O 0.5715 -0.3662 -1.8087  C8 1.220
4 N 1.9555 0.6500 0.9073  C9 1.377, H15 1.013, H17 1.012
5 N -1.1502 -0.9766 -0.3430  C7 1.438, C8 1.422, H11 1.012
6 N 0.3522 2.2652 0.6836  C9 1.378, H10 1.011, H14 1.012
7 C -0.7234 -2.3265 -0.0888  N5 1.438, H12 1.091, H16 1.093, H18 1.093
8 C -0.4030 -0.0656 -1.1387  O1 1.362, O3 1.220, N5 1.422
9 C 0.6148 0.9510 1.0045  O2 1.254, N4 1.377, N6 1.378
10 H 1.0533 2.9300 0.9806  N6 1.011
11 H -2.1071 -0.7033 -0.1566  N5 1.012
12 H 0.2730 -2.5005 -0.4979  C7 1.091
13 H -0.7618 1.3939 -2.2223  O1 0.974
14 H -0.6104 2.5267 0.8531  N6 1.012
15 H 2.3267 0.8497 -0.0142  N4 1.013
16 H -1.4357 -3.0294 -0.5285  C7 1.093
17 H 2.1485 -0.3056 1.1803  N4 1.012
18 H -0.6962 -2.4724 0.9940  C7 1.093

Properties
multiplicity = 1
SMILES = CNC(=O)O.NC(N)=O
Kohn-Sham gap = 9.61 eV

---

Stability, lowest: entry i